(1)
C3H6N2O | the ωB97M-V functional and the def2-TZVPD basis

ORCA input file:
```
! RIJCOSX wB97M-V def2-TZVPD def2/J DEFGRID3
* xyz 0 1
O -0.19411 0.51653 -2.89531
N 1.42104 -0.47812 0.75058
N -0.50589 0.63685 0.79350
C 0.48627 -1.15726 1.48993
C 0.82534 0.64284 0.35214
C -0.66654 -0.42257 1.60696
H 1.28800 1.53311 -0.04004
H -1.18074 1.36565 0.64003
H 0.62310 -2.14809 1.86214
H -1.62504 -0.65670 2.04651
H 0.38882 0.32975 -3.63554
H -0.86024 -0.16200 -2.97089
*
```

## Properties
Maximum force, eV Å⁻¹: 2.36
LUMO level, eV: 0.82
Energy relative to the best compared isomer or geometry (same formula, charge and spin), kJ/mol: 108.1



(2)
C38H70Mg2O23S9 | the ωB97M-V functional and the def2-TZVPD basis

ORCA input file:
```
! RIJCOSX wB97M-V def2-TZVPD def2/J DEFGRID3
* xyz 0 1
S -18.86155 -4.55601 -19.49023
S -28.83720 -1.37498 -18.93917
S -24.57686 -4.97336 -15.80585
S -20.37713 3.53482 -25.33350
S -20.29430 -5.27370 -26.08911
S -20.54803 0.72162 -21.02187
S -24.60744 -7.15806 -23.78414
S -26.73047 2.75162 -19.77463
S -28.26660 -1.92155 -24.04784
Mg -21.25722 -6.43795 -23.28146
Mg -22.57855 1.61922 -23.58577
O -23.27427 3.53217 -22.98094
O -17.68663 0.34527 -22.05216
O -19.69138 0.03637 -28.13199
O -21.89676 -0.14476 -24.07320
O -26.98474 4.86960 -26.54279
O -17.69300 -0.32059 -24.16129
O -23.06393 -7.17153 -23.75449
O -29.84043 -2.02610 -17.99941
O -28.06010 -2.38181 -25.45494
O -19.23721 -1.98518 -27.60403
O -23.86152 -3.55738 -20.48363
O -27.04804 4.00532 -18.86341
O -17.39205 1.86549 -23.64830
O -25.91549 6.88798 -24.84266
O -23.80940 0.55688 -22.56106
O -24.01321 1.72954 -25.08845
O -24.63016 -3.80987 -14.75309
O -21.23547 -5.84533 -25.01742
O -21.17117 2.33672 -24.71545
O -18.07655 -1.00945 -29.26705
O -18.64295 -4.16271 -18.00371
O -21.25601 1.51704 -22.10595
O -22.30213 -4.60022 -22.84924
C -19.00173 -0.98600 -28.41370
C -27.58702 -0.47317 -17.86973
C -18.15671 -1.45759 -23.37407
C -21.68695 0.55733 -19.56641
C -20.40351 -1.79096 -27.03258
C -23.51058 -2.87277 -21.50916
C -20.71028 -4.52306 -19.75018
C -27.22168 -0.37032 -23.86379
C -24.09349 3.85605 -23.98884
C -23.97983 -1.61818 -21.48801
C -18.66579 -6.09718 -25.85583
C -24.88018 2.64654 -19.58174
C -17.58234 0.74825 -23.33396
C -23.56049 -0.65791 -22.50239
C -22.21259 -2.47866 -23.66981
C -24.36377 -4.00235 -17.32571
C -17.45075 -2.74553 -23.82445
C -26.38705 -5.33411 -15.91338
C -27.63898 -2.73388 -19.35113
C -25.37392 3.36917 -25.94920
C -25.44988 5.73203 -24.90198
C -20.98540 -6.18552 -27.49670
C -22.09586 0.05440 -27.45924
C -26.01592 4.65858 -25.88538
C -17.84714 -1.04082 -21.95440
C -21.45881 4.58619 -26.24337
C -18.49384 -6.36881 -19.45616
C -22.62528 -3.35601 -22.67552
C -25.31511 -6.51116 -22.20049
C -19.56005 2.18475 -20.41154
C -22.45395 -1.08594 -23.46217
C -24.47054 2.94025 -25.03628
C -27.10765 3.02851 -21.54431
C -25.10237 -8.99452 -23.64904
C -24.48203 5.18516 -23.93656
C -27.24994 -2.91462 -22.94270
C -20.23516 4.71405 -23.93265
C -20.61705 -0.30009 -27.12889
H -21.85183 1.08909 -27.69996
H -22.24110 4.89806 -25.55139
H -21.40607 -4.68161 -18.92626
H -21.22861 5.13736 -23.78436
H -20.30099 0.17176 -26.19853
H -24.05634 5.81294 -23.16776
H -24.72547 2.39355 -18.53286
H -17.94281 -3.60444 -23.36811
H -20.90938 -3.52799 -20.14804
H -18.94820 -6.86284 -20.31499
H -18.02806 -5.77190 -26.67777
H -27.32139 -1.07467 -17.00040
H -21.14499 -7.23047 -27.23076
H -24.46567 3.55159 -20.02578
H -16.92295 -1.42429 -21.52207
H -21.60272 -2.87333 -24.46899
H -18.66899 -7.17713 -25.70817
H -26.25154 -2.96464 -23.37720
H -27.76980 -3.87240 -22.96529
H -16.49198 -2.67384 -23.31091
H -21.99905 -5.78773 -27.44796
H -19.94026 4.24931 -22.99183
H -20.04239 3.09703 -20.76256
H -28.02928 -3.27031 -20.21601
H -24.96021 -3.09006 -17.33454
H -24.53914 1.76469 -20.12409
H -26.83983 -5.18230 -14.93356
H -25.33508 -7.06150 -21.25983
H -23.39333 -3.51383 -17.41334
H -21.22504 -2.38104 -27.43875
H -19.47768 5.47106 -24.13583
H -24.77530 -5.61234 -21.90243
H -27.05371 -0.08540 -22.82518
H -21.05701 0.16837 -18.76641
H -26.67172 -2.31328 -19.62608
H -22.84388 -0.08234 -26.67829
H -27.20429 2.13125 -22.15562
H -19.18934 -1.43265 -23.72216
H -22.32359 1.42429 -19.38986
H -26.11532 -9.11668 -23.26549
H -26.31816 -6.30497 -22.57397
H -24.93896 -9.48866 -24.60676
H -22.42307 -0.22782 -19.73890
H -24.75833 -1.31527 -20.80348
H -19.21351 2.28197 -19.38267
H -18.84135 -6.80496 -18.51963
H -27.25323 -2.29052 -22.04906
H -26.18994 -0.53296 -24.17546
H -18.84901 2.29142 -21.23078
H -25.74294 2.73675 -26.74310
H -26.41929 -6.31633 -16.38486
H -24.61868 -4.62328 -18.18454
H -18.75986 -1.13364 -21.36581
H -21.96240 4.12050 -27.09050
H -28.09332 3.46790 -21.69751
H -20.46514 -2.16056 -26.00900
H -27.44123 -3.31731 -18.45191
H -26.69811 -0.06581 -18.35139
H -20.89308 -5.05714 -20.68262
H -26.48111 3.82835 -21.93901
H -28.05343 0.41313 -17.43957
H -24.37967 -9.36997 -22.92459
H -26.78428 -4.79401 -16.77281
H -18.22689 -5.58344 -25.00053
H -27.77521 0.42581 -24.36167
H -17.40567 -6.32248 -19.41314
H -17.31911 -2.79071 -24.90553
H -20.56881 -5.94924 -28.47583
H -22.56305 -0.29707 -28.37919
H -21.03211 5.54337 -26.54312
*
```

## Properties
Maximum force, eV Å⁻¹: 8.27
LUMO level, eV: -4.40



(3)
C3H4S2 | the ωB97M-V functional and the def2-TZVPD basis

ORCA input file:
```
! RIJCOSX wB97M-V def2-TZVPD def2/J DEFGRID3
* xyz 0 1
S -0.09303 1.47089 2.51700
S -1.16528 -0.05470 1.63249
C 0.15014 -0.16163 -0.77473
C 0.75726 0.53162 -1.71598
C -0.47463 -0.88495 0.08695
H -0.59414 -0.97206 2.30613
H -0.74192 -1.89366 -0.00900
H 0.30868 1.35327 -2.26584
H 1.85292 0.61119 -1.77703
*
```

## Properties
Maximum force, eV Å⁻¹: 2.42
LUMO level, eV: 0.08
Energy relative to the best compared isomer or geometry (same formula, charge and spin), kJ/mol: 268.9



(4)
C4H37N3O12 | the ωB97M-V functional and the def2-TZVPD basis

ORCA input file:
```
! RIJCOSX wB97M-V def2-TZVPD def2/J DEFGRID3
* xyz 0 1
O 3.51171 0.37166 -1.36897
O 2.19314 0.58955 4.20404
O 3.90584 -0.60496 1.84788
O -2.03759 0.41492 -2.52751
O -2.99962 -2.19734 0.18864
O -1.67137 3.30324 1.70724
O -3.99416 0.24713 -0.71720
O -0.12113 -1.42524 -2.79795
O 1.36838 0.79265 -2.91064
O -2.20028 0.16318 1.14588
O -1.42043 -3.43354 -1.58889
O -1.00646 1.24522 3.30890
N 0.19776 0.97636 -0.11891
N -0.50811 2.75666 -1.59810
N 2.21398 -2.10388 -0.00968
C 0.85717 -1.99191 0.51699
C 0.72897 -0.84104 1.52625
C 1.10207 0.55325 0.98284
C 0.48934 2.35712 -0.56413
H -1.04237 1.93132 -1.88486
H -1.33119 -0.28020 -2.62787
H -0.61881 -2.21465 -2.44299
H -1.97918 -3.97889 -2.13834
H 4.08896 -0.20272 0.97987
H 1.07606 0.27425 -3.69911
H 3.45127 -1.50150 1.62921
H 1.45596 -1.03665 2.36319
H 2.73960 0.33353 3.47814
H -2.37498 0.49997 -3.40737
H -1.98599 -3.00653 -0.86350
H -0.28513 -0.87015 1.97028
H 0.90563 1.68615 -2.97598
H 0.29422 0.30477 -0.88230
H -1.17170 3.47079 -1.19411
H -3.22492 -2.73178 0.97803
H 1.53659 2.44326 -0.99413
H -1.38959 0.78824 2.56936
H -2.97020 0.47370 0.71880
H 4.07368 1.19728 -1.40435
H 2.20172 0.56420 0.66598
H 2.54790 -1.31115 -0.58012
H 0.54595 -2.96397 1.02535
H -1.53699 1.13336 4.06017
H 1.38985 0.81574 3.80065
H 1.00925 1.32001 1.75243
H -1.43636 2.78851 2.50134
H 0.44951 3.06095 0.34796
H 2.76367 0.54718 -1.96598
H -1.42526 0.45907 0.58002
H 0.07444 -1.85623 -0.27349
H -1.42812 2.71069 0.94753
H -4.17976 -0.71864 -0.65006
H -3.25343 0.37855 -1.35243
H -2.60878 -1.37340 0.56631
H 2.37031 -2.89015 -0.58573
H 0.65902 -1.41793 -2.23855
*
```

## Properties
Maximum force, eV Å⁻¹: 2.87
LUMO level, eV: -0.05
Energy relative to the best compared isomer or geometry (same formula, charge and spin), kJ/mol: 9.7



Values of gap between HOMO and LUMO, in order: 9.3, 1.4, 8.5, 9.6, all in eV.